[1]
207
Properties=species:S:1:pos:R:3:lowdin_charge:R:1 method="wB97M-V/def2-TZVPD" molar_mass_da=1171.64 orbital_gap_ev=8.5928 lumo_ev=0.20
C 0.261 -1.322 -3.820 -0.203
H -6.635 5.304 0.647 0.142
H 0.293 -0.414 5.654 0.089
H -2.501 2.616 -6.243 0.089
C 7.872 -2.254 -2.778 -0.031
C -6.331 0.898 -0.864 -0.021
C 5.335 0.185 -1.190 -0.475
N -1.371 6.388 1.399 0.150
H -2.130 -3.816 -5.202 0.091
C 4.682 -1.316 3.155 -0.161
H 3.321 -2.840 5.806 0.071
H -2.301 -3.023 0.521 0.090
O 2.375 3.203 4.726 -0.105
O 3.158 0.646 5.869 -0.060
H 5.691 -1.528 2.851 0.115
H -0.564 -2.895 2.398 0.083
H -5.820 4.902 -1.736 0.106
H -5.516 -5.600 3.029 0.119
H -2.380 8.506 1.775 0.083
H 6.328 1.786 -0.097 0.079
C 4.991 -2.157 -0.411 -0.169
H 4.274 -2.950 -0.334 0.099
H -0.451 -4.929 -1.868 0.094
H -7.632 1.882 1.792 0.099
O 7.336 0.525 -2.443 -0.017
H 1.448 3.572 4.561 0.101
H -1.449 6.829 0.506 0.078
C -0.109 3.488 1.959 -0.256
H 2.550 2.808 5.581 0.033
C -0.961 -2.093 -3.891 -0.149
H -0.031 4.223 2.740 0.093
H 1.891 -3.008 -2.114 0.049
H -4.085 -5.918 5.213 0.062
H 3.542 -0.657 -0.402 0.101
H 3.851 -1.216 -2.011 0.100
C -2.003 -6.482 3.637 -0.005
C -2.279 5.657 -4.412 -0.140
H 0.594 -1.256 -2.748 0.127
H 0.099 -0.402 -4.255 0.069
H -8.050 2.931 0.460 0.069
H -7.024 3.796 -1.251 0.090
N 3.187 -0.077 4.620 -0.059
H -1.921 8.827 3.406 0.112
C -0.809 -3.640 -3.603 -0.487
H -2.875 -4.108 -3.507 0.088
O -0.018 2.999 -5.614 -0.052
N -5.171 2.210 0.963 -0.084
H -1.881 -5.704 0.620 0.056
C -2.774 -5.107 3.873 -0.519
H -2.114 6.121 -6.906 0.096
H 7.740 -1.536 0.515 0.076
N 0.401 -4.103 -4.322 -0.068
H -3.809 0.763 -1.639 0.052
C -2.499 -3.359 1.515 -0.122
H -0.136 -3.171 -1.538 0.078
N -0.524 4.029 -4.758 -0.089
H 7.995 -3.291 -2.548 0.074
H -1.226 1.603 -2.423 0.072
H 2.912 -4.943 -5.199 0.072
H -3.497 -6.544 0.770 0.095
H -1.549 -1.922 -4.749 0.100
F -0.365 1.105 -0.258 0.100
H 0.739 2.609 -1.973 0.070
C 0.414 0.585 0.691 -0.448
F 1.015 -0.606 0.286 0.075
H 8.020 0.663 -1.798 0.065
H -1.429 -6.411 2.691 0.073
H 0.727 -5.683 -3.128 0.075
C -5.850 4.511 0.420 -0.105
C 2.353 -3.499 -2.908 -0.030
H 5.483 2.059 -2.139 0.087
C -1.283 -3.674 2.410 -0.175
H 8.761 -0.481 -0.495 0.091
H -0.864 -4.382 4.361 0.104
H -2.545 -5.432 5.900 0.092
C 2.436 -2.172 3.437 -0.118
C -1.491 2.935 2.124 -0.075
N 6.386 -0.435 -2.047 -0.069
C -5.196 1.796 -0.429 -0.508
H 3.389 -3.156 -3.006 0.081
H 1.575 -2.902 5.854 0.099
O 0.508 -5.509 -4.061 -0.039
H 7.193 -2.103 -3.608 0.088
H -4.341 1.054 2.145 0.102
C -1.747 4.605 -5.382 -0.515
H -1.243 -6.542 4.374 0.058
C 6.121 -2.660 -1.224 -0.174
H 3.883 1.753 -1.458 0.064
H 4.315 -3.113 4.127 0.094
H 5.106 -2.057 5.775 0.078
H 1.344 2.349 0.221 0.134
C -1.277 4.501 -2.426 -0.121
H -0.362 5.866 -6.382 0.080
H 6.217 1.075 3.656 0.089
H -3.244 -5.413 -0.570 0.115
H 2.124 -1.713 2.471 0.139
H 1.489 3.798 -3.225 0.098
H 0.110 3.893 0.974 0.111
H -1.196 4.727 -7.518 0.086
H 1.992 -3.937 -6.268 0.073
H -7.257 1.379 -1.252 0.094
F -0.501 0.258 1.656 0.081
N -3.779 -4.888 2.854 -0.080
H 0.576 -0.035 3.961 0.067
C -6.022 4.093 -1.039 -0.189
C 4.330 -0.917 -1.085 -0.121
C -1.478 7.055 2.670 -0.608
H -3.814 -4.254 5.607 0.085
H 2.509 -4.531 -2.656 0.084
C -6.025 3.258 1.393 -0.536
H -2.979 -2.495 2.014 0.129
H 1.069 -1.880 -5.721 0.122
H 8.809 -1.723 -2.952 0.085
C -1.541 2.113 -3.351 -0.019
H -3.275 4.170 -3.147 0.061
H 0.126 -1.679 4.503 0.068
C 5.181 0.978 3.886 -0.036
C -2.041 -4.273 -4.206 -0.034
C -0.650 3.401 -3.371 -0.451
C -1.305 5.393 -6.637 -0.044
H -1.576 -1.710 -3.069 0.123
C 4.674 -0.364 4.385 -0.479
H -4.020 3.504 -1.114 0.119
C 2.202 -1.288 4.672 -0.441
H -1.409 2.229 2.957 0.088
H 4.910 1.826 4.493 0.071
C 1.680 -3.416 -4.232 -0.527
C 5.416 -1.005 5.519 -0.035
H -5.372 -3.455 1.517 0.098
H 8.785 -2.286 -0.549 0.074
C -4.723 -3.952 0.771 -0.045
H 4.890 1.271 0.585 0.030
C -7.532 2.935 1.420 -0.030
O 2.704 1.443 1.650 -0.230
H 3.425 -0.073 6.450 0.057
H 4.331 -0.807 2.232 0.112
H -8.078 3.543 2.092 0.065
H -2.037 2.548 1.230 0.066
H 2.343 -1.734 6.870 0.086
H 4.590 1.204 2.965 0.049
H -1.347 4.204 -1.403 0.095
H 0.722 3.479 -6.030 0.117
H -3.451 3.264 -4.940 0.051
C 5.761 0.899 0.156 0.001
H 6.577 -3.590 -0.734 0.154
H -6.624 0.327 -0.039 0.058
H -4.899 4.900 0.604 0.085
H -2.122 3.766 2.577 0.080
H -1.808 -3.719 -1.687 0.051
H -5.306 -4.795 0.399 0.077
H 4.058 -3.144 2.453 0.117
C 4.686 1.312 -1.988 -0.028
H -3.437 3.998 -6.569 0.089
H -1.663 6.525 -4.338 0.111
C -1.691 -4.008 3.797 -0.156
H -4.579 3.730 2.974 0.078
H 1.850 -3.036 3.672 0.107
C -2.575 5.006 -3.026 -0.183
Li 2.949 2.006 3.311 0.628
C 0.728 -0.788 4.723 -0.002
C 8.157 -1.418 -0.503 -0.030
H -6.062 3.033 3.553 0.088
H -1.297 1.470 -4.225 0.086
C 7.107 -1.592 -1.600 -0.557
C 1.519 1.774 1.186 -0.431
H -3.196 6.020 -4.819 0.107
C -5.005 3.016 -1.328 -0.149
H -2.796 -7.246 3.708 0.091
H 6.530 -1.134 5.274 0.119
C -2.820 3.555 -5.765 -0.025
H -0.790 -4.564 1.992 0.103
H 2.369 -1.357 -4.502 0.147
H 3.491 -3.308 -5.594 0.100
O -5.274 1.110 1.901 -0.003
H 5.261 -1.907 0.630 0.089
O -1.312 6.359 3.684 0.009
H -5.991 0.144 -1.593 0.095
C -3.364 -5.159 5.244 -0.033
H -0.564 5.306 -2.599 0.115
H -5.966 4.776 3.032 0.104
O 0.897 2.494 2.271 -0.153
H 6.367 0.364 0.875 0.063
H 1.018 2.182 -3.706 0.064
C 0.780 2.974 -3.020 -0.027
C 1.379 -1.944 -4.673 -0.105
C -0.810 -3.878 -2.070 -0.023
H -5.003 2.744 -2.399 0.128
N -1.780 8.355 2.532 0.162
H -3.075 5.867 -2.402 0.142
H 4.263 0.836 -2.923 0.108
H -1.931 -5.352 -4.293 0.080
C -2.950 -5.600 0.551 -0.041
C -5.673 3.717 2.778 -0.055
C -3.908 0.967 -0.634 -0.022
H -3.045 1.437 -0.239 0.052
C 2.585 -3.929 -5.378 -0.035
C -3.503 -4.523 1.447 -0.556
C 3.882 -2.540 3.341 -0.198
H 5.424 -0.458 6.517 0.105
H -2.593 2.302 -3.261 0.038
H -1.131 5.426 1.332 0.025
H -4.182 0.041 -0.160 0.079
H 5.758 -2.999 -2.224 0.122
H -2.137 -3.132 4.321 0.131
H -4.329 -3.340 -0.086 0.101
C 2.431 -2.191 5.890 -0.038
O -4.665 -5.988 2.753 -0.035



[2]
9
Properties=species:S:1:pos:R:3:lowdin_charge:R:1 method="wB97M-V/def2-TZVPD" de_lowest_kcal_mol=42.45 molar_mass_da=78.06 orbital_gap_ev=9.5298 smiles="C/C(F)=C/F" lumo_ev=0.95
C 1.213 -0.270 -0.083 -0.062
H 1.365 -1.231 0.459 0.101
H 1.681 -0.582 -1.081 0.124
F -2.501 0.710 0.043 0.014
C -0.212 -0.210 -0.229 -0.253
H 1.677 0.503 0.391 0.051
F -0.781 -0.873 -1.322 -0.005
H -1.201 1.215 1.411 0.108
C -1.241 0.737 0.410 -0.077



[3]
16
Properties=species:S:1:pos:R:3:lowdin_charge:R:1 method="wB97M-V/def2-TZVPD" de_lowest_kcal_mol=25.63 molar_mass_da=60.14 orbital_gap_ev=12.4782 smiles=CC.CC lumo_ev=1.14
H -1.024 -0.964 1.027 0.085
H -0.701 1.476 3.033 0.070
C -1.224 0.092 1.482 -0.210
C -0.241 0.686 2.433 -0.173
H -2.241 0.087 1.963 0.076
H 2.220 0.126 -2.517 0.051
H -1.432 0.643 0.593 0.038
H 1.456 0.772 -1.028 0.038
H -0.295 -1.227 -2.728 0.068
H 0.581 0.918 -2.685 0.066
C 0.400 -1.073 -1.859 -0.133
H 0.103 -0.092 3.045 0.044
C 1.256 0.325 -2.005 -0.123
H 0.784 -1.988 -1.727 -0.012
H 0.566 1.184 1.854 0.071
H -0.208 -0.964 -0.880 0.045



[4]
101
Properties=species:S:1:pos:R:3:lowdin_spin:R:1 method="wB97M-V/def2-TZVPD" de_lowest_kcal_mol=18.38 molar_mass_da=957.04 orbital_gap_ev="6.5660 / 7.5016" spin_multiplicity=4 s2=3.769 lumo_ev="0.05 / -0.12"
C -0.145 1.480 -3.827 0.002
O -0.163 1.650 4.661 0.002
C -4.514 1.030 -1.024 0.002
H -2.208 1.998 -3.388 0.000
C 0.020 1.340 6.059 0.000
C -0.345 0.038 -3.471 0.014
C -1.565 3.279 -0.644 0.023
H 1.675 -4.368 -0.541 0.001
C 2.471 2.894 3.893 0.001
H 2.615 1.280 1.135 0.004
C -0.845 -2.110 -3.507 0.013
H 4.148 1.095 0.258 0.000
C -5.243 3.292 -0.558 0.002
C 1.888 -3.375 -0.187 0.016
H -1.391 -0.270 6.111 0.000
H -1.131 0.522 7.674 0.000
C 3.598 3.203 4.851 0.000
H 5.622 2.500 -3.868 0.001
H 3.311 2.965 5.875 0.000
H -3.159 1.773 3.424 0.000
H -1.409 4.353 -0.455 0.002
H 1.559 3.432 4.162 0.000
C 4.180 2.361 -2.282 0.032
C 5.448 2.902 -2.871 0.006
C -5.518 1.928 -0.840 0.007
N 0.985 -2.405 -0.329 0.016
H 3.578 4.178 -1.292 -0.001
H -0.545 -3.752 -1.262 0.000
C -2.431 -1.127 1.649 0.007
S 0.808 -1.021 3.758 0.002
H 3.855 4.261 4.799 0.000
C 3.343 3.142 -1.493 -0.004
H -3.082 -1.886 4.182 0.000
N -1.396 -1.070 0.793 0.025
H -1.351 3.192 -4.375 0.000
C -3.513 -0.933 3.875 0.000
C -2.646 -0.224 2.835 0.001
C 3.799 1.035 -2.468 -0.005
H -2.707 1.646 1.740 0.000
B -0.398 -2.595 -0.980 0.008
C 5.085 -1.110 1.284 0.000
H 1.008 2.677 -5.214 0.000
C 2.988 -2.855 0.445 0.004
H 0.244 1.995 -2.945 0.001
C 2.198 2.604 -0.945 0.037
C -1.483 2.125 -4.191 0.001
H -3.610 -0.301 4.757 0.000
H -2.762 -3.829 -0.162 0.000
P 0.772 0.899 3.585 0.013
O -2.193 0.602 -1.097 0.068
N 1.453 -1.237 0.209 0.013
C -2.558 -2.898 0.338 0.004
C -3.963 3.732 -0.487 0.003
H -1.665 -0.078 3.286 0.000
H -4.719 -0.014 -1.217 0.000
H 2.731 3.169 2.867 0.001
H 4.139 1.379 2.000 0.000
H -6.552 1.610 -0.898 0.000
Cl -6.581 4.383 -0.319 0.000
C -3.203 -2.263 1.370 0.002
C -3.137 1.435 -0.945 0.017
H 1.549 3.195 -0.317 0.002
N -1.482 -2.177 0.012 0.009
H 0.226 2.289 6.559 0.000
H 6.300 2.617 -2.249 0.002
C 3.641 -0.625 1.463 0.002
H 3.880 -3.380 0.720 0.000
H 4.398 0.361 -3.066 -0.001
C -1.230 0.688 6.600 0.000
H -2.097 1.324 6.427 0.000
H 2.332 -0.465 -2.054 0.002
H 5.757 -0.419 1.794 0.000
N 1.819 1.326 -1.145 0.019
C -0.789 -0.988 -4.311 0.004
H -4.292 1.064 2.261 0.000
C 2.690 -1.506 0.681 0.015
O -0.539 2.576 -0.836 0.048
O 2.233 1.480 3.930 0.005
C 0.865 1.624 -4.967 0.001
H -3.750 4.773 -0.277 0.000
H 0.885 0.686 6.184 0.000
S 0.136 1.822 1.879 0.052
H 5.426 3.988 -2.930 0.000
W 0.041 0.458 -0.266 2.422
H 5.359 -1.128 0.227 0.000
C -2.893 2.824 -0.695 0.006
C -3.239 1.144 2.536 0.001
N -0.130 -0.459 -2.249 0.015
H -1.133 -3.124 -3.722 0.001
H -4.521 -1.114 3.493 0.000
N -0.450 -1.768 -2.279 0.013
H 1.833 1.201 -4.698 0.000
C 2.637 0.561 -1.900 0.033
H 4.483 2.618 4.600 0.000
H 0.513 1.115 -5.865 0.000
H 5.261 -2.099 1.702 0.000
H -1.896 1.676 -5.096 0.000
C 3.618 0.870 1.189 0.004
H -1.040 -0.918 -5.353 0.000
H 3.365 -0.780 2.513 0.001
H -4.077 -2.602 1.894 0.000



[5]
15
Properties=species:S:1:pos:R:3:lowdin_charge:R:1 method="wB97M-V/def2-TZVPD" de_lowest_kcal_mol=19.25 molar_mass_da=89.12 orbital_gap_ev=10.4759 smiles="CNC(=O)C[NH3+]" total_charge=+1 lumo_ev=-3.68
H -1.411 1.472 -2.215 0.179
O 0.884 -1.017 -1.427 0.089
H 0.106 0.286 2.504 0.092
C 0.242 -0.709 2.066 -0.059
H -0.373 0.193 -2.481 0.164
N 1.001 -0.760 0.835 0.034
H 1.911 -1.192 0.834 0.159
C -0.610 0.556 -0.464 -0.034
H 0.256 1.598 -2.061 0.183
H -0.345 1.372 0.192 0.138
H -0.760 -1.123 1.935 0.096
H -1.589 0.126 -0.279 0.146
H 0.747 -1.302 2.834 0.104
C 0.506 -0.515 -0.391 -0.479
N -0.564 1.014 -1.882 0.190



[6]
13
Properties=species:S:1:pos:R:3:lowdin_charge:R:1 method="wB97M-V/def2-TZVPD" de_lowest_kcal_mol=112.61 molar_mass_da=83.11 orbital_gap_ev=12.5960 total_charge=+1 lumo_ev=-4.21
H 0.916 2.057 0.408 0.096
H 1.234 -2.458 0.140 -0.010
H -0.318 1.340 1.502 0.088
C 2.024 -4.945 0.328 0.049
N 1.561 -3.920 0.454 0.071
H -1.986 1.279 -0.214 0.146
H -1.000 2.860 -0.506 0.119
H -0.538 1.781 -1.559 0.167
C -0.970 1.772 -0.460 -0.112
N 0.587 -0.241 0.429 0.112
H 2.524 -5.970 0.163 0.137
C -0.037 1.667 0.554 0.033
C 0.874 -1.358 0.260 0.105



[7]
36
Properties=species:S:1:pos:R:3:lowdin_charge:R:1 method="wB97M-V/def2-TZVPD" molar_mass_da=325.25 orbital_gap_ev=7.1450 total_charge=-1 lumo_ev=2.05
H 0.753 1.549 -1.478 0.113
H -3.586 -2.319 2.863 0.065
H 0.526 -2.983 -0.469 -0.095
H -1.741 -2.956 1.114 0.046
H 4.494 1.369 -0.812 0.050
H -4.727 -1.158 1.912 0.078
C -0.420 1.750 -1.602 -0.276
H -2.415 0.662 -1.201 0.019
C -2.544 -0.861 1.416 -0.449
H -0.423 3.894 -0.435 0.084
N 2.587 -3.246 -2.968 0.071
H -2.695 0.932 2.136 0.045
H 0.433 0.710 0.842 -0.005
C 4.584 1.686 0.294 -0.206
H -1.213 -2.442 -2.298 -0.114
H 3.231 1.026 2.059 0.071
C -3.723 -1.261 2.466 -0.089
O -0.888 2.999 -2.310 -0.245
C 3.750 0.573 1.153 -0.545
H 0.892 -0.917 1.555 0.009
C 0.855 -0.313 0.566 -0.695
H -3.733 -0.483 3.309 0.063
H -2.217 3.137 -0.858 0.102
Nb -0.374 -1.464 -0.992 1.546
H 4.018 2.665 0.418 0.062
S 2.620 -0.274 -0.058 0.691
O 1.191 -1.116 -2.375 -0.475
C -1.083 3.013 -0.718 -0.051
C -2.009 -2.027 0.480 -0.365
H 5.680 1.723 0.599 0.057
C -1.454 0.387 -1.746 -0.328
H -1.608 0.308 -2.880 0.035
N -2.172 0.395 1.412 0.079
C 1.781 -2.391 -2.711 -0.456
H -2.915 -2.369 -0.157 0.050
H 4.545 -0.198 1.473 0.057



[8]
17
Properties=species:S:1:pos:R:3:lowdin_charge:R:1 method="wB97M-V/def2-TZVPD" de_lowest_kcal_mol=14.97 molar_mass_da=76.14 orbital_gap_ev=11.1623 smiles=CCO.CC lumo_ev=0.93
H -0.786 -0.930 -1.208 0.112
H -0.374 1.418 2.976 0.062
C 0.660 -2.497 -1.263 -0.085
H 0.601 -0.645 -0.173 0.086
H -0.145 -3.122 -1.645 0.069
H -1.343 2.978 1.009 0.060
H 0.702 0.619 -2.104 0.080
H 0.340 2.808 1.297 0.064
H -0.123 0.220 1.718 0.040
C -0.694 1.110 1.980 -0.168
H 1.485 -2.679 -1.954 0.076
C -0.542 2.246 0.968 -0.157
H -0.363 1.973 -0.069 0.044
C 0.306 -1.032 -1.153 -0.336
H -1.712 0.743 2.128 0.061
H 1.034 -2.894 -0.321 0.069
O 0.955 -0.316 -2.188 -0.079



[9]
9
Properties=species:S:1:pos:R:3:lowdin_charge:R:1 method="wB97M-V/def2-TZVPD" de_lowest_kcal_mol=50.87 molar_mass_da=121.03 orbital_gap_ev="6.0658 / 6.0663" total_charge=-1 lumo_ev="3.73 / 3.73"
H -0.857 -0.212 -0.461 0.108
N 0.870 1.671 0.233 -0.052
O 0.067 -1.834 -0.244 -0.314
N 1.158 0.284 0.031 -0.054
O -0.321 1.952 0.027 -0.138
N 2.527 0.013 0.035 -0.440
O 3.210 0.810 -0.505 0.052
O 2.938 -1.013 0.531 0.055
N 0.127 -0.627 -0.613 -0.217



[10]
25
Properties=species:S:1:pos:R:3:lowdin_charge:R:1 method="wB97M-V/def2-TZVPD" de_lowest_kcal_mol=0.00 molar_mass_da=207.21 orbital_gap_ev=9.8280 smiles=O[C@@](F)(Cn1cncn1)c1ccccc1 lumo_ev=0.74
H -0.339 1.005 2.912 0.126
H -0.603 -0.588 2.435 0.112
C -0.232 0.329 2.071 0.002
C 2.836 0.246 0.434 -0.229
N 1.103 0.338 1.597 -0.110
F -0.988 2.129 0.615 0.053
H -1.997 -2.766 -1.985 0.121
C -1.275 -1.941 -1.880 -0.107
H 0.668 1.152 -0.996 0.080
N 3.155 1.081 1.425 0.084
C -0.932 -0.073 -0.414 -0.157
H -0.286 -2.106 -3.599 0.107
H -3.238 1.125 0.556 0.122
H 3.483 0.044 -0.390 0.108
N 1.647 -0.279 0.522 0.097
C 0.264 -0.327 -2.459 -0.069
H 1.096 -0.072 -3.090 0.106
C -1.603 -1.191 -0.742 -0.037
C -1.250 0.800 0.801 -0.412
C 2.052 1.176 2.126 -0.123
C 0.055 0.410 -1.343 -0.038
C -0.361 -1.538 -2.703 -0.108
H 1.879 1.649 3.054 0.116
H -2.527 -1.410 -0.177 0.128
O -2.608 0.808 1.229 0.027



[11]
18
Properties=species:S:1:pos:R:3:lowdin_charge:R:1 method="wB97M-V/def2-TZVPD" de_lowest_kcal_mol=34.73 molar_mass_da=127.15 orbital_gap_ev=9.0689 lumo_ev=0.73
N -0.863 -1.261 -0.197 0.076
H 3.727 -0.707 -0.219 0.038
H 0.668 -1.341 0.605 -0.004
C -1.106 0.913 0.578 -0.105
H -3.343 0.764 -0.661 0.088
N 1.598 -1.008 0.813 0.104
N 3.182 0.093 -0.578 0.083
C -1.703 -0.215 0.002 -0.456
H -3.451 -0.885 -0.961 0.118
H -1.272 -2.132 -0.731 0.099
H 2.217 -1.816 1.097 0.121
H 0.373 2.284 0.849 0.139
H 1.562 1.706 -1.026 0.168
N 1.107 0.897 -0.504 0.041
H -1.731 1.661 1.115 0.129
N -3.055 -0.146 -0.326 0.105
C 0.089 1.321 0.326 -0.158
C 2.001 -0.128 -0.183 -0.585



Number 1: total energy -103972.3832 eV. Number 2: total energy -8608.2732 eV. Number 3: total energy -4341.4168 eV. Number 4: total energy -101701.5491 eV. Number 5: total energy -8278.2392 eV. Number 6: total energy -7230.8552 eV. Number 7: total energy -30145.6478 eV. Number 8: total energy -6389.4717 eV. Number 9: total energy -14158.2021 eV. Number 10: total energy -19765.7586 eV. Number 11: total energy -11743.1261 eV.